(1)
The following is a DFT calculation (wB97M-V/def2-TZVPD) of a 9-piece molecular cluster, C56H92BN4O27 overall.

## Properties
Charge = +1
Energy = -4463.1172 hartree

Element x y z (Å)
C  1.946  2.094  6.267
C  1.453  1.174  5.006
O  2.428  1.020  3.917
B  3.427  -0.060  4.251
O  4.471  0.409  5.206
C  3.220  -1.555  3.646
C  2.817  -1.726  2.066
N  2.462  -0.516  1.290
C  1.743  -0.682  -0.009
C  3.698  0.290  0.817
C  4.828  -0.229  -0.240
O  3.842  1.569  1.264
C  1.858  -3.051  2.025
C  0.358  -2.956  2.640
C  -0.655  -1.832  2.045
C  -1.108  -0.417  2.734
C  -2.159  0.683  2.085
C  -2.799  0.331  0.615
C  -2.403  -1.102  -0.117
C  -3.067  -1.429  -1.614
C  -1.358  -2.196  0.570
C  2.757  -4.334  2.622
C  1.861  -5.378  3.551
N  1.536  -4.877  4.941
C  3.303  -5.112  1.247
C  4.130  -6.481  1.453
C  3.485  -7.991  1.776
C  4.350  -9.366  1.950
C  5.983  -9.385  1.805
C  6.687  -7.918  1.433
C  5.793  -6.514  1.265
C  6.697  -5.184  0.859
C  4.051  -3.978  3.502
N  4.263  -2.597  4.032
C  5.706  -2.181  3.852
C  6.508  -1.956  2.443
C  8.105  -1.522  2.485
C  8.741  -1.339  3.989
N  8.059  -1.554  5.307
C  6.626  -1.956  5.229
H  2.400  1.342  7.073
H  0.982  2.556  6.797
H  2.762  2.892  6.008
H  1.144  0.079  5.351
H  0.467  1.649  4.540
H  4.147  0.038  6.098
H  2.265  -1.929  4.267
H  3.825  -2.103  1.532
H  1.819  -1.713  -0.543
H  2.142  0.099  -0.825
H  0.622  -0.301  0.153
H  4.716  -1.390  -0.339
H  4.548  0.237  -1.299
H  5.915  0.138  -0.004
H  1.667  -3.316  0.875
H  -0.197  -3.987  2.397
H  0.330  -2.828  3.827
H  -0.665  -0.157  3.785
H  -2.385  1.677  2.707
H  -3.524  1.127  0.135
H  -3.160  -0.420  -2.243
H  -2.281  -2.112  -2.182
H  -4.103  -1.965  -1.512
H  -1.124  -3.172  -0.036
H  0.917  -5.805  3.008
H  2.577  -6.312  3.755
H  1.764  -3.874  5.087
H  1.929  -5.497  5.693
H  2.310  -5.383  0.643
H  3.933  -4.344  0.585
H  2.306  -8.057  1.891
H  3.812  -10.397  2.212
H  6.612  -10.371  1.953
H  7.869  -7.945  1.290
H  7.678  -5.585  0.312
H  7.036  -4.695  1.868
H  6.100  -4.411  0.179
H  4.118  -4.734  4.425
H  5.020  -4.252  2.859
H  4.131  -2.675  5.089
H  5.984  -2.138  1.419
H  8.689  -1.373  1.476
H  9.894  -1.032  4.026
H  6.044  -2.106  6.261
C  1.606  3.674  -1.122
O  1.042  3.579  -2.429
C  1.917  3.179  -3.386
O  3.095  2.909  -3.214
O  1.253  3.132  -4.569
C  2.055  2.724  -5.676
H  0.818  4.001  -0.437
H  1.970  2.697  -0.787
H  2.410  4.416  -1.102
H  2.437  1.709  -5.522
H  2.877  3.428  -5.838
H  1.423  2.722  -6.568
C  -1.664  -5.388  5.304
O  -2.964  -4.907  4.969
C  -3.368  -3.836  5.698
O  -2.726  -3.284  6.578
O  -4.610  -3.486  5.279
C  -5.166  -2.365  5.963
H  -1.444  -6.244  4.660
H  -0.908  -4.617  5.122
H  -1.633  -5.724  6.346
H  -4.551  -1.473  5.807
H  -5.276  -2.579  7.031
H  -6.159  -2.174  5.547
C  -7.106  -1.046  -6.269
O  -6.663  -0.025  -5.377
C  -5.560  0.643  -5.797
O  -4.951  0.441  -6.836
O  -5.251  1.576  -4.862
C  -4.102  2.362  -5.173
H  -7.993  -1.514  -5.833
H  -7.384  -0.618  -7.238
H  -6.336  -1.814  -6.390
H  -4.260  2.926  -6.098
H  -3.212  1.730  -5.250
H  -3.949  3.074  -4.358
C  2.856  -3.999  -6.969
O  1.556  -3.518  -7.304
C  1.152  -2.447  -6.575
O  1.794  -1.895  -5.695
O  -0.090  -2.097  -6.994
C  -0.646  -0.976  -6.310
H  3.076  -4.855  -7.612
H  3.612  -3.228  -7.151
H  2.887  -4.335  -5.927
H  -0.030  -0.084  -6.466
H  -0.755  -1.191  -5.242
H  -1.639  -0.785  -6.726
C  -5.718  1.556  -9.616
O  -6.187  0.452  -10.386
C  -6.954  0.799  -11.450
O  -7.255  1.936  -11.777
O  -7.328  -0.339  -12.088
C  -8.146  -0.126  -13.237
H  -5.116  1.163  -8.792
H  -5.083  2.209  -10.224
H  -6.558  2.116  -9.192
H  -7.609  0.460  -13.990
H  -9.084  0.367  -12.957
H  -8.386  -1.102  -13.667
C  -8.809  1.784  6.096
O  -8.422  2.115  4.764
C  -7.246  1.564  4.370
O  -6.532  0.840  5.045
O  -7.003  1.959  3.095
C  -5.789  1.451  2.545
H  -9.762  2.277  6.304
H  -8.951  0.703  6.199
H  -8.068  2.148  6.815
H  -5.811  0.357  2.506
H  -4.927  1.802  3.122
H  -5.696  1.829  1.523
C  1.531  10.452  0.091
O  2.809  9.867  0.329
C  2.763  8.586  0.777
O  1.750  7.934  0.980
O  4.037  8.158  0.959
C  4.143  6.817  1.433
H  1.688  11.474  -0.264
H  0.990  9.898  -0.683
H  0.947  10.495  1.017
H  3.707  6.117  0.712
H  3.664  6.714  2.412
H  5.205  6.580  1.542
C  -4.315  11.237  -0.877
O  -3.036  10.652  -0.639
C  -3.083  9.372  -0.191
O  -4.095  8.720  0.012
O  -1.809  8.943  -0.009
C  -1.703  7.602  0.464
H  -4.158  12.260  -1.232
H  -4.856  10.683  -1.651
H  -4.898  11.280  0.049
H  -2.139  6.903  -0.256
H  -2.181  7.499  1.444
H  -0.641  7.365  0.574

Löwdin population analysis, charges in e, atoms 1 to 8: number 1, C, carries -0.0865; number 2, C, carries -0.2424; number 3, O, carries -0.0602; number 4, B, carries -0.3748; number 5, O, carries 0.0553; number 6, C, carries -0.0382; number 7, C, carries -0.1707; number 8, N, carries -0.0924

(2)
The following is a DFT calculation (wB97M-V/def2-TZVPD) of a 3-piece molecular cluster, C41H57Cl2N2O9 overall.

## Properties
Charge = -1
Energy = -3302.3326 hartree
Energy relative to the best compared isomer or geometry (same formula, charge and spin) = 2104.09 kJ/mol

Element x y z (Å)
C  3.650  0.689  4.597
C  3.774  0.750  3.176
C  3.408  0.415  1.581
C  2.242  1.331  0.822
C  1.586  2.542  1.759
O  2.297  3.686  1.818
O  0.326  2.399  2.513
C  1.771  1.057  -0.758
C  0.626  1.980  -1.506
C  -0.795  1.207  -1.784
C  -0.925  0.632  -3.329
Cl  -1.115  -0.125  -0.486
C  2.574  -0.192  -1.528
C  2.241  -0.602  -3.106
C  3.000  -0.101  -4.287
C  3.727  -1.097  -0.761
C  4.198  -0.807  0.818
C  5.393  -1.740  1.508
O  6.315  -1.287  2.361
C  5.340  -3.355  1.077
C  5.748  -4.521  2.173
O  6.163  -4.180  3.543
C  7.605  -4.374  3.757
C  8.394  -2.966  4.182
C  5.671  -6.080  1.670
C  6.071  -7.408  2.558
C  5.531  -7.386  4.106
C  5.143  -6.392  0.114
C  4.736  -5.213  -0.950
C  4.218  -5.690  -2.467
C  2.819  -6.557  -2.169
C  1.993  -6.946  -3.531
Cl  1.823  -5.447  -1.006
C  4.858  -3.648  -0.478
C  4.520  -2.382  -1.479
O  4.901  -2.386  -2.770
H  3.583  0.546  5.780
H  0.360  2.923  -0.825
H  1.113  2.446  -2.488
H  -1.675  1.996  -1.618
H  0.027  1.013  -3.929
H  -1.942  0.903  -3.852
H  -0.830  -0.538  -3.279
H  1.370  -1.381  -3.336
H  4.177  -0.248  -4.391
H  2.395  0.414  -5.177
H  8.062  -4.793  2.761
H  7.797  -5.110  4.677
H  7.623  -2.180  4.601
H  8.944  -2.487  3.250
H  9.243  -3.189  4.991
H  5.651  -8.369  1.989
H  7.254  -7.556  2.555
H  6.248  -6.724  4.786
H  5.609  -8.502  4.504
H  4.422  -6.960  4.168
H  5.082  -7.504  -0.257
H  5.016  -6.338  -3.031
H  3.855  -4.754  -3.104
H  3.183  -7.513  -1.557
H  1.272  -7.850  -3.234
H  1.260  -6.067  -3.856
H  2.663  -7.344  -4.405
C  -6.096  6.160  -1.033
O  -6.096  6.536  -2.404
C  -5.012  7.407  -2.751
C  -4.001  6.679  -3.654
N  -3.261  5.657  -2.909
C  -2.481  4.753  -3.763
C  -3.260  3.870  -4.759
O  -4.074  2.872  -4.139
C  -5.353  3.328  -3.730
H  -7.039  5.655  -0.820
H  -5.281  5.462  -0.823
H  -6.015  7.037  -0.382
H  -4.527  7.841  -1.869
H  -5.450  8.233  -3.324
H  -3.293  7.410  -4.064
H  -4.559  6.238  -4.485
H  -3.918  5.097  -2.371
H  -1.928  4.089  -3.087
H  -1.733  5.338  -4.309
H  -2.517  3.319  -5.348
H  -3.839  4.454  -5.482
H  -5.752  4.108  -4.384
H  -5.315  3.672  -2.696
H  -6.041  2.476  -3.758
C  -7.488  0.468  3.953
O  -6.387  1.101  4.593
C  -5.186  0.319  4.557
C  -4.145  0.970  3.630
N  -4.545  0.864  2.224
C  -3.738  1.691  1.318
C  -3.792  3.220  1.514
O  -5.060  3.801  1.205
C  -6.002  3.754  2.264
H  -8.388  1.040  4.182
H  -7.354  0.465  2.867
H  -7.623  -0.555  4.318
H  -5.377  -0.724  4.281
H  -4.785  0.322  5.577
H  -3.178  0.470  3.768
H  -4.038  2.014  3.934
H  -5.517  1.150  2.132
H  -4.089  1.471  0.302
H  -2.695  1.358  1.367
H  -3.085  3.660  0.802
H  -3.448  3.533  2.506
H  -5.533  3.821  3.250
H  -6.608  2.850  2.186
H  -6.682  4.605  2.152

Löwdin population analysis, charges in e, atoms 1 to 8: number 1, C, carries 0.0673; number 2, C, carries -0.0400; number 3, C, carries -0.0416; number 4, C, carries 0.0652; number 5, C, carries -0.4649; number 6, O, carries -0.1440; number 7, O, carries -0.2655; number 8, C, carries -0.0553

> The highest charge belongs to which entry?

C56H92BN4O27

> The lowest energy belongs to which entry?

C56H92BN4O27